#one
Below is 2 unconnected molecules or ions with the total composition C2H8NO, with properties calculated with wB97M-V/def2-TZVPD.

Total charge: +1

Each atom is followed by the atoms it is bonded to, with distances in Å.
Element x y z (Å)
1 N 2.361 0.919 -0.446  H2 1.022, H3 1.019, H4 1.021, H5 1.034
2 H 2.572 1.827 -0.028  N1 1.022
3 H 2.936 0.713 -1.261  N1 1.019
4 H 2.443 0.229 0.302  N1 1.021
5 H 1.370 0.946 -0.742  N1 1.034
6 O -0.045 0.290 0.513  C7 1.215
7 C -1.210 -0.039 0.409  O6 1.215, C8 1.489, H9 1.108
8 C -1.691 -1.291 -0.237  C7 1.489, H10 1.096, H11 1.089, H12 1.096
9 H -1.969 0.599 0.905  C7 1.108
10 H -2.213 -1.057 -1.171  C8 1.096
11 H -2.366 -1.801 0.449  C8 1.089
12 H -0.825 -1.877 -0.566  C8 1.096

#two
Below is 2 unconnected molecules or ions with the total composition C2H8NO, with properties calculated with wB97M-V/def2-TZVPD.

Total charge: +1

Each atom is followed by the atoms it is bonded to, with distances in Å.
Element x y z (Å)
1 O 0.853 2.463 -0.572  H3 0.948, H4 0.957
2 H -0.762 0.566 0.293  N7 1.021
3 H 1.092 2.582 -1.482  O1 0.948
4 H 0.851 3.337 -0.183  O1 0.957
5 C -0.921 -1.513 0.940  N7 1.475, H8 1.094, H9 1.083, H10 1.084
6 C 0.635 -0.495 -0.576  N7 1.279, H11 1.076, H12 1.092
7 N -0.307 -0.349 0.276  H2 1.021, C5 1.475, C6 1.279
8 H -1.571 -2.010 0.213  C5 1.094
9 H -1.543 -1.189 1.765  C5 1.083
10 H -0.181 -2.232 1.275  C5 1.084
11 H 1.187 0.346 -0.959  C6 1.076
12 H 0.667 -1.506 -0.989  C6 1.092

#three
Below is 2 unconnected molecules or ions with the total composition C2H8NO, with properties calculated with wB97M-V/def2-TZVPD.

Total charge: +1

Each atom is followed by the atoms it is bonded to, with distances in Å.
Element x y z (Å)
1 N 0.530 1.117 2.763  H2 1.025, H3 1.031, H4 1.014, H5 1.035
2 H 1.232 1.857 2.659  N1 1.025
3 H 0.318 0.681 1.854  N1 1.031
4 H 0.590 0.414 3.492  N1 1.014
5 H -0.319 1.684 2.932  N1 1.035
6 C -0.137 -1.000 -2.334  C7 1.316, H9 1.082, H10 1.089
7 C -0.089 -0.084 -1.390  C6 1.316, O8 1.388, H11 1.079
8 O -0.374 -0.366 -0.062  C7 1.388, H12 0.956
9 H 0.052 -0.870 -3.391  C6 1.082
10 H -0.565 -1.997 -2.236  C6 1.089
11 H 0.104 0.976 -1.446  C7 1.079
12 H -0.882 -1.164 0.078  O8 0.956

Most stable: #one. Least stable: #three.

#one
Below is 2 unconnected molecules or ions with the total composition C2H8NO, with properties calculated with wB97M-V/def2-TZVPD.

Total charge: +1

Each atom is followed by the atoms it is bonded to, with distances in Å.
Element x y z (Å)
1 N 1.249 -2.043 -0.957  H2 1.053, H3 1.106, H4 1.089, H5 1.213
2 H 1.505 -2.889 -1.529  N1 1.053
3 H 1.303 -2.092 0.147  N1 1.106
4 H 1.953 -1.239 -1.170  N1 1.089
5 H 0.144 -1.778 -1.379  N1 1.213
6 O 0.427 0.644 1.732  C7 1.226
7 C -0.001 1.277 0.773  O6 1.226, C8 1.549, H9 1.078
8 C -1.521 1.472 0.542  C7 1.549, H10 1.145, H11 1.043, H12 1.046
9 H 0.602 1.976 0.217  C7 1.078
10 H -2.165 0.548 0.748  C8 1.145
11 H -1.643 1.955 -0.375  C8 1.043
12 H -1.853 2.169 1.249  C8 1.046

#two
Below is 2 unconnected molecules or ions with the total composition C2H8NO, with properties calculated with wB97M-V/def2-TZVPD.

Total charge: +1

Each atom is followed by the atoms it is bonded to, with distances in Å.
Element x y z (Å)
1 C 1.233 0.624 0.650  N3 1.496, H4 1.095, H5 1.093, H6 1.086
2 C 0.746 -1.532 -0.306  N3 1.290, H7 1.088, H8 1.088
3 N 0.467 -0.273 -0.270  C1 1.496, C2 1.290, H9 1.011
4 H 0.719 0.602 1.617  C1 1.095
5 H 2.247 0.236 0.774  C1 1.093
6 H 1.247 1.638 0.263  C1 1.086
7 H 1.323 -1.780 0.582  C2 1.088
8 H 0.272 -2.097 -1.107  C2 1.088
9 H -0.098 0.140 -0.999  N3 1.011
10 H -2.864 0.047 -0.417  O12 0.980
11 H -2.975 1.543 -0.471  O12 0.967
12 O -2.316 0.853 -0.317  H10 0.980, H11 0.967

#three
Below is 2 unconnected molecules or ions with the total composition C2H8NO, with properties calculated with wB97M-V/def2-TZVPD.

Total charge: +1

Each atom is followed by the atoms it is bonded to, with distances in Å.
Element x y z (Å)
1 C -0.089 -0.171 -1.275  C2 1.293, N3 1.477, H4 1.059
2 C 0.742 0.798 -1.480  C1 1.293, H5 1.123, H6 1.114
3 N -0.939 -0.292 -0.074  C1 1.477, H7 1.045, H8 1.053, H9 1.023
4 H -0.305 -0.904 -2.009  C1 1.059
5 H 1.011 1.001 -2.551  C2 1.123
6 H 1.132 1.622 -0.841  C2 1.114
7 H -0.374 -0.219 0.802  N3 1.045
8 H -1.729 0.404 -0.063  N3 1.053
9 H -1.336 -1.235 -0.113  N3 1.023
10 H 0.103 0.169 2.884  O12 0.945
11 H 1.326 -0.765 2.496  O12 0.979
12 O 0.457 -0.407 2.223  H10 0.945, H11 0.979

Most stable: #three. Least stable: #one.

#one
Below is 2 unconnected molecules or ions with the total composition C2H5OPS, with properties calculated with wB97M-V/def2-TZVPD.

Total charge: 0

Each atom is followed by the atoms it is bonded to, with distances in Å.
Element x y z (Å)
1 C 0.571 -0.341 0.198  C2 1.462, S5 1.605
2 C 0.853 -1.162 -0.978  C1 1.462, H6 1.047, H7 1.082, H8 1.107
3 O -0.893 1.739 1.230  P4 1.602, H9 0.922
4 P -1.993 0.690 0.724  O3 1.602, H10 1.514
5 S 1.377 0.073 1.523  C1 1.605
6 H 1.646 -1.830 -0.831  C2 1.047
7 H -0.002 -1.656 -1.421  C2 1.082
8 H 1.225 -0.474 -1.762  C2 1.107
9 H -0.149 1.438 1.683  O3 0.922
10 H -2.635 1.523 -0.365  P4 1.514

#two
Below is a single C2H5OPS molecule, with properties calculated with wB97M-V/def2-TZVPD.

Total charge: 0
SMILES: C=[P@@H]1S[C@H]1O

Each atom is followed by the atoms it is bonded to, with distances in Å.
Element x y z (Å)
1 C 1.394 0.576 0.399  P4 1.737, H6 1.099, H7 1.148
2 C -1.354 -0.529 0.455  O3 1.442, P4 1.805, S5 1.932, H8 1.102
3 O -1.631 -1.797 -0.173  C2 1.442, H9 0.934
4 P -0.176 0.580 -0.345  C1 1.737, C2 1.805, S5 2.407, H10 1.414
5 S -2.501 0.989 0.122  C2 1.932, P4 2.407
6 H 1.559 0.500 1.482  C1 1.099
7 H 1.860 1.535 -0.027  C1 1.148
8 H -0.996 -0.703 1.483  C2 1.102
9 H -2.242 -1.596 -0.851  O3 0.934
10 H -0.222 0.623 -1.757  P4 1.414

#three
Below is 2 unconnected molecules or ions with the total composition C2H5OPS, with properties calculated with wB97M-V/def2-TZVPD.

Total charge: 0

Each atom is followed by the atoms it is bonded to, with distances in Å.
Element x y z (Å)
1 C -0.760 -0.340 0.426  C2 1.497, H6 0.991, H7 1.053
2 C 0.439 -0.262 -0.468  C1 1.497, S5 1.970, H8 1.162, H9 1.171
3 O -3.663 -3.186 0.116  P4 1.432
4 P -2.659 -2.766 -0.815  O3 1.432
5 S 1.829 0.968 0.190  C2 1.970, H10 1.344
6 H -0.743 -0.928 1.223  C1 0.991
7 H -1.666 0.107 0.130  C1 1.053
8 H 0.077 0.050 -1.527  C2 1.162
9 H 1.256 -1.096 -0.556  C2 1.171
10 H 1.009 2.031 0.261  S5 1.344

Most stable: #two. Least stable: #three.

#one
Below is a single C3HNO2 molecule, with properties calculated with wB97M-V/def2-TZVPD.

Total charge: 0

Each atom is followed by the atoms it is bonded to, with distances in Å.
Element x y z (Å)
1 C -0.196 -0.194 -0.087  C3 1.359, O5 1.323, H7 1.027
2 C -1.549 -2.061 0.308  C3 1.481, N4 1.325, O6 1.176
3 C -0.298 -1.340 0.637  C1 1.359, C2 1.481
4 N -2.098 -1.159 -0.494  C2 1.325, O5 1.402
5 O -1.337 -0.005 -0.727  C1 1.323, N4 1.402
6 O -1.972 -3.146 0.472  C2 1.176
7 H 0.618 0.430 -0.127  C1 1.027

#two
Below is a single C3HNO2 molecule, with properties calculated with wB97M-V/def2-TZVPD.

Total charge: 0
SMILES: N#CC(=O)C=O

Each atom is followed by the atoms it is bonded to, with distances in Å.
Element x y z (Å)
1 C -1.185 -0.161 0.656  C2 1.511, H4 1.022, O6 1.231
2 C 0.058 -0.056 -0.196  C1 1.511, C3 1.353, O7 1.285
3 C 1.199 0.329 0.420  C2 1.353, N5 1.241
4 H -1.140 0.108 1.641  C1 1.022
5 N 2.436 0.279 0.504  C3 1.241
6 O -2.291 -0.023 0.134  C1 1.231
7 O 0.247 -0.319 -1.440  C2 1.285

#three
Below is a single C3HNO2 molecule, with properties calculated with wB97M-V/def2-TZVPD.

Total charge: 0
SMILES: N#CC(=O)C=O

Each atom is followed by the atoms it is bonded to, with distances in Å.
Element x y z (Å)
1 O -1.050 -1.549 -0.072  C2 1.200
2 C -1.102 -0.353 0.014  O1 1.200, C3 1.529, H7 1.106
3 C 0.138 0.541 -0.022  C2 1.529, O4 1.204, C5 1.474
4 O 0.023 1.738 -0.081  C3 1.204
5 C 1.466 -0.098 0.008  C3 1.474, N6 1.157
6 N 2.550 -0.498 0.047  C5 1.157
7 H -2.034 0.235 0.110  C2 1.106

Most stable: #three. Least stable: #one.